1.
{
  "formula": "C26H59BN2O9",
  "method": "ωB97M-V/def2-TZVPD",
  "energy_ev": -49998.282,
  "homo_lumo_gap_ev": 8.99,
  "e_above_lowest_ev": 1.411,
  "mol_weight_da": 554.58,
  "multiplicity": 1,
  "smiles": "COCCCCB(CCCCOC(C)=O)OC[C@@H](C)O.COCCNCCOC.COCCNCCOC",
  "symbols": ["C", "O", "C", "C", "C", "C", "B", "C", "C", "C", "C", "O", "C", "C", "O", "O", "C", "C", "C", "O", "H", "H", "H", "H", "H", "H", "H", "H", "H", "H", "H", "H", "H", "H", "H", "H", "H", "H", "H", "H", "H", "H", "H", "H", "H", "H", "H", "H", "H", "C", "O", "C", "C", "N", "C", "C", "O", "C", "H", "H", "H", "H", "H", "H", "H", "H", "H", "H", "H", "H", "H", "H", "H", "C", "O", "C", "C", "N", "C", "C", "O", "C", "H", "H", "H", "H", "H", "H", "H", "H", "H", "H", "H", "H", "H", "H", "H"],
  "xyz": [[-0.97, -2.06, 0.90], [-2.13, -2.83, 0.87], [-2.80, -2.74, 2.07], [-3.92, -1.75, 2.20], [-3.77, -0.39, 1.58], [-4.15, -0.32, 0.10], [-4.03, 1.15, -0.41], [-3.21, 1.65, -1.63], [-1.72, 1.58, -1.35], [-0.97, 2.82, -1.80], [-0.43, 3.58, -0.69], [0.84, 2.97, -0.45], [1.63, 3.69, 0.35], [1.18, 3.84, 1.74], [2.62, 4.13, -0.05], [-4.72, 2.07, 0.33], [-5.80, 2.65, -0.33], [-6.82, 3.19, 0.64], [-6.31, 3.27, 2.04], [-7.29, 4.42, 0.16], [-0.13, -2.63, 0.64], [-0.82, -1.62, 1.84], [-1.07, -1.26, 0.22], [-2.11, -2.60, 2.86], [-3.23, -3.69, 2.24], [-4.03, -1.62, 3.24], [-4.83, -2.14, 1.83], [-2.81, 0.02, 1.72], [-4.44, 0.27, 2.07], [-3.61, -0.99, -0.50], [-5.18, -0.56, 0.00], [-3.39, 1.10, -2.52], [-3.44, 2.67, -1.79], [-1.51, 1.40, -0.33], [-1.35, 0.76, -1.90], [-0.14, 2.50, -2.37], [-1.60, 3.39, -2.41], [-0.26, 4.59, -0.98], [-1.05, 3.53, 0.16], [1.94, 4.26, 2.32], [0.37, 4.51, 1.76], [0.84, 2.92, 2.14], [-6.30, 1.97, -0.98], [-5.52, 3.47, -0.94], [-7.65, 2.54, 0.63], [-6.75, 4.12, 2.49], [-5.26, 3.41, 2.09], [-6.60, 2.43, 2.58], [-6.98, 5.12, 0.71], [3.25, 2.52, -3.44], [2.81, 2.65, -4.79], [3.85, 2.47, -5.74], [3.69, 1.19, -6.53], [3.89, 0.03, -5.69], [3.49, -1.25, -6.28], [2.06, -1.46, -6.76], [1.06, -1.51, -5.77], [0.59, -0.24, -5.34], [2.45, 2.88, -2.80], [3.46, 1.48, -3.17], [4.14, 3.13, -3.26], [4.83, 2.52, -5.26], [3.79, 3.30, -6.45], [4.41, 1.18, -7.34], [2.68, 1.20, -6.97], [3.37, 0.16, -4.83], [3.70, -2.01, -5.52], [4.16, -1.45, -7.12], [2.04, -2.44, -7.24], [1.76, -0.74, -7.54], [0.57, 0.48, -6.16], [1.18, 0.16, -4.52], [-0.43, -0.38, -4.98], [2.76, -1.24, 2.85], [1.89, -2.33, 3.08], [2.33, -3.56, 2.53], [2.79, -4.53, 3.59], [4.03, -4.09, 4.20], [4.41, -4.80, 5.42], [3.47, -4.77, 6.62], [3.36, -3.51, 7.25], [2.48, -2.59, 6.65], [2.22, -0.33, 3.11], [3.66, -1.29, 3.48], [3.05, -1.19, 1.81], [3.10, -3.41, 1.77], [1.46, -4.01, 2.03], [2.94, -5.51, 3.14], [1.97, -4.61, 4.33], [3.98, -3.11, 4.41], [5.36, -4.39, 5.75], [4.60, -5.85, 5.16], [3.89, -5.44, 7.37], [2.47, -5.16, 6.38], [1.61, -3.09, 6.20], [2.98, -1.98, 5.90], [2.13, -1.92, 7.43]],
  "mulliken_charge": [-0.847, -0.469, -0.399, -0.948, -0.526, -0.654, 0.184, -0.689, -0.737, -0.585, -0.913, -0.129, 0.687, -1.383, -0.508, -0.110, -0.751, 0.372, -1.592, -0.554, 0.395, 0.415, 0.162, 0.237, 0.450, 0.472, 0.317, 0.321, 0.407, 0.372, 0.427, 0.311, 0.257, 0.311, 0.457, -0.162, 0.761, 0.620, 0.434, 0.415, 0.356, 0.363, 0.350, 0.349, 0.243, 0.584, 0.295, 0.329, 0.318, -0.401, -0.319, -0.852, -0.159, -0.323, -0.737, -0.492, -0.431, -0.418, -0.080, 0.285, 0.386, 0.408, 0.376, 0.384, 0.150, 0.078, 0.388, 0.391, 0.343, 0.367, 0.280, 0.131, 0.235, -0.832, -0.273, -0.762, -0.315, -0.296, -0.716, -0.455, -0.437, -0.498, 0.204, 0.315, 0.398, 0.447, 0.361, 0.376, 0.188, 0.090, 0.375, 0.396, 0.350, 0.344, 0.281, 0.127, 0.331]
}

***

2.
{
  "formula": "C26H59Br2FI2NO5",
  "method": "ωB97M-V/def2-TZVPD",
  "energy_ev": -198644.097,
  "homo_lumo_gap_ev": 8.51,
  "mol_weight_da": 898.37,
  "total_charge": 1,
  "multiplicity": 1,
  "symbols": ["C", "C", "Br", "C", "Br", "C", "C", "N", "C", "F", "C", "C", "C", "I", "C", "C", "I", "H", "H", "H", "H", "H", "H", "H", "H", "H", "H", "H", "H", "H", "H", "H", "H", "H", "H", "H", "C", "C", "C", "O", "H", "H", "H", "H", "H", "H", "H", "H", "C", "C", "C", "O", "H", "H", "H", "H", "H", "H", "H", "H", "C", "C", "C", "O", "H", "H", "H", "H", "H", "H", "H", "H", "C", "C", "C", "O", "H", "H", "H", "H", "H", "H", "H", "H", "C", "C", "C", "O", "H", "H", "H", "H", "H", "H", "H", "H"],
  "xyz": [[2.97, 0.75, -0.24], [1.79, 0.56, 0.71], [2.23, -0.95, 1.87], [0.39, 0.29, 0.13], [0.57, -0.74, -1.52], [-0.43, 1.59, -0.04], [0.22, 2.65, -0.92], [-0.30, 2.32, -2.31], [-1.60, 1.54, -2.15], [-2.52, 2.23, -2.87], [-1.85, 1.52, -0.64], [-2.59, 2.85, -0.31], [-2.80, 0.39, -0.15], [-2.75, 0.36, 1.99], [-2.70, -1.01, -0.83], [-4.12, -1.47, -1.19], [-1.84, -2.56, 0.38], [2.74, 1.35, -1.11], [3.74, 1.28, 0.30], [3.39, -0.19, -0.56], [1.71, 1.40, 1.40], [-0.13, -0.34, 0.84], [-0.55, 1.96, 0.97], [-0.16, 3.61, -0.62], [1.30, 2.74, -0.91], [-0.50, 3.20, -2.79], [0.42, 1.80, -2.81], [-1.48, 0.58, -2.63], [-2.71, 2.95, 0.77], [-3.58, 2.83, -0.75], [-2.10, 3.73, -0.71], [-3.82, 0.73, -0.35], [-2.12, -0.96, -1.74], [-4.15, -2.53, -1.40], [-4.81, -1.27, -0.37], [-4.45, -0.93, -2.08], [1.11, -3.23, -6.07], [2.21, -2.65, -5.20], [2.60, -3.60, -4.08], [1.79, -1.39, -4.65], [0.21, -3.43, -5.48], [0.84, -2.53, -6.87], [1.42, -4.17, -6.53], [3.08, -2.42, -5.81], [1.74, -3.78, -3.43], [3.40, -3.18, -3.47], [2.94, -4.56, -4.47], [1.02, -1.59, -4.10], [-5.18, -2.46, 6.36], [-5.51, -1.26, 5.49], [-5.75, -1.66, 4.04], [-4.47, -0.28, 5.56], [-4.26, -2.94, 6.00], [-5.01, -2.15, 7.39], [-5.98, -3.19, 6.35], [-6.40, -0.76, 5.88], [-4.85, -2.11, 3.62], [-6.00, -0.78, 3.44], [-6.57, -2.38, 3.96], [-3.66, -0.70, 5.23], [6.59, 4.39, -1.97], [6.05, 2.98, -1.84], [6.81, 2.00, -2.70], [4.65, 2.95, -2.17], [6.51, 4.74, -3.00], [6.03, 5.08, -1.33], [7.64, 4.44, -1.68], [6.10, 2.67, -0.79], [6.73, 2.27, -3.76], [6.41, 0.99, -2.59], [7.87, 1.98, -2.43], [4.57, 3.23, -3.08], [1.77, -4.76, 0.18], [2.24, -5.71, -0.91], [2.51, -7.11, -0.38], [3.39, -5.16, -1.55], [2.53, -4.65, 0.95], [1.58, -3.77, -0.24], [0.85, -5.11, 0.66], [1.48, -5.76, -1.69], [3.30, -7.08, 0.37], [2.85, -7.76, -1.19], [1.62, -7.55, 0.07], [4.09, -5.09, -0.89], [-1.41, 4.91, 3.61], [-2.89, 4.66, 3.88], [-3.31, 5.18, 5.24], [-3.19, 3.27, 3.75], [-0.80, 4.39, 4.35], [-1.13, 4.53, 2.62], [-1.17, 5.97, 3.66], [-3.48, 5.15, 3.10], [-2.76, 4.66, 6.03], [-4.37, 4.99, 5.41], [-3.13, 6.25, 5.33], [-2.69, 2.80, 4.43]],
  "mulliken_charge": [-1.489, -0.175, -0.089, -0.201, -0.090, -0.182, -1.749, 0.219, -0.557, -0.386, 1.353, -1.898, -1.764, 0.209, 0.147, -1.400, 0.181, 0.318, 0.384, 0.498, 0.573, 0.615, 0.764, 0.327, 0.596, 0.432, 0.369, 0.331, 0.376, 0.469, 0.464, 1.208, -0.020, 0.463, 0.352, 0.384, -1.287, 0.362, -0.965, -0.541, 0.268, 0.332, 0.400, 0.333, 0.060, 0.258, 0.452, 0.177, -1.253, 0.363, -1.062, -0.503, 0.300, 0.327, 0.386, 0.274, 0.214, 0.239, 0.413, 0.323, -1.397, 0.487, -1.279, -0.457, 0.366, 0.335, 0.381, 0.257, 0.345, 0.297, 0.384, 0.307, -0.871, 0.476, -1.478, -0.490, 0.331, 0.035, 0.351, 0.258, 0.360, 0.365, 0.370, 0.325, -0.953, 0.395, -1.446, -0.390, 0.331, -0.002, 0.419, 0.276, 0.364, 0.336, 0.393, 0.320]
}

***

3.
{
  "formula": "C26H59FN3O6S2",
  "method": "ωB97M-V/def2-TZVPD",
  "energy_ev": -69051.850,
  "homo_lumo_gap_ev": 7.81,
  "mol_weight_da": 592.91,
  "total_charge": -1,
  "multiplicity": 1,
  "symbols": ["C", "C", "C", "C", "C", "C", "C", "C", "C", "C", "C", "C", "C", "C", "C", "C", "C", "C", "S", "O", "O", "N", "S", "O", "O", "F", "H", "H", "H", "H", "H", "H", "H", "H", "H", "H", "H", "H", "H", "H", "H", "H", "H", "H", "H", "H", "H", "H", "H", "H", "H", "H", "H", "H", "H", "H", "H", "H", "H", "H", "H", "H", "H", "C", "C", "C", "O", "C", "N", "H", "H", "H", "H", "H", "H", "H", "H", "H", "H", "H", "C", "C", "C", "O", "C", "N", "H", "H", "H", "H", "H", "H", "H", "H", "H", "H", "H"],
  "xyz": [[-7.95, -7.84, -2.92], [-7.67, -9.47, -2.76], [-6.62, -9.75, -1.53], [-5.35, -10.69, -1.97], [-4.00, -9.87, -2.43], [-4.09, -9.19, -3.92], [-2.62, -8.65, -4.48], [-2.47, -7.00, -4.45], [-0.88, -6.59, -4.25], [-0.47, -6.65, -2.66], [-0.60, -5.16, -1.91], [-0.45, -5.46, -0.29], [0.18, -4.20, 0.56], [-0.67, -2.79, 0.40], [-0.05, -1.74, 1.53], [0.70, -0.48, 0.77], [0.47, 0.84, 1.77], [-0.84, 1.67, 1.26], [-0.44, 3.40, 0.58], [-0.79, 3.36, -0.93], [1.05, 3.81, 0.76], [-1.39, 4.52, 1.52], [-1.81, 5.96, 0.63], [-1.67, 7.16, 1.64], [-3.32, 5.94, 0.21], [-0.77, 6.34, -0.68], [-7.11, -7.42, -3.64], [-9.01, -7.69, -3.41], [-7.98, -7.28, -1.88], [-8.71, -9.99, -2.55], [-7.22, -9.89, -3.76], [-7.18, -10.24, -0.61], [-6.20, -8.70, -1.19], [-5.71, -11.47, -2.79], [-5.05, -11.33, -1.02], [-3.11, -10.66, -2.44], [-3.80, -9.02, -1.63], [-4.61, -9.94, -4.68], [-4.79, -8.23, -3.90], [-1.76, -9.19, -3.87], [-2.52, -9.07, -5.60], [-3.14, -6.62, -3.56], [-2.80, -6.60, -5.50], [-0.59, -5.58, -4.78], [-0.25, -7.45, -4.80], [0.65, -7.01, -2.47], [-1.19, -7.36, -2.06], [-1.62, -4.63, -2.12], [0.26, -4.44, -2.28], [-1.49, -5.84, 0.16], [0.29, -6.38, -0.17], [0.13, -4.49, 1.71], [1.32, -3.98, 0.32], [-1.81, -2.94, 0.71], [-0.58, -2.33, -0.70], [-0.85, -1.40, 2.33], [0.80, -2.31, 2.14], [0.19, -0.32, -0.28], [1.85, -0.71, 0.59], [0.23, 0.42, 2.86], [1.48, 1.44, 1.77], [-1.37, 1.05, 0.39], [-1.66, 1.76, 2.12], [4.95, 7.60, -0.21], [4.02, 6.69, 0.59], [4.75, 5.56, 1.34], [5.17, 4.47, 0.51], [6.38, 4.70, -0.19], [2.98, 6.15, -0.31], [5.29, 7.13, -1.14], [4.43, 8.52, -0.49], [5.82, 7.88, 0.38], [3.52, 7.31, 1.34], [4.05, 5.12, 2.07], [5.60, 5.94, 1.92], [7.09, 5.29, 0.39], [6.18, 5.17, -1.15], [6.84, 3.72, -0.40], [2.31, 5.63, 0.25], [3.42, 5.43, -0.89], [3.02, 9.97, 3.09], [3.73, 9.24, 4.23], [3.59, 9.95, 5.60], [4.43, 11.10, 5.75], [3.91, 12.29, 5.17], [5.15, 9.05, 3.87], [3.57, 10.86, 2.75], [2.92, 9.31, 2.22], [2.02, 10.28, 3.39], [3.27, 8.26, 4.32], [3.91, 9.25, 6.37], [2.55, 10.20, 5.81], [2.82, 12.34, 5.23], [4.23, 12.37, 4.13], [4.33, 13.14, 5.71], [5.59, 8.48, 4.58], [5.61, 9.96, 3.96]],
  "mulliken_charge": [-0.923, -0.395, -0.464, -0.727, -0.424, 0.013, -0.631, -0.562, -0.644, -0.462, -0.451, -0.560, -0.679, -0.365, -0.509, -0.653, -0.459, -0.823, 1.072, -0.684, -0.602, -0.427, 1.049, -0.611, -0.600, -0.258, 0.179, 0.302, 0.275, 0.346, 0.208, 0.282, 0.248, 0.322, 0.288, 0.303, 0.120, 0.300, -0.216, 0.317, 0.254, 0.320, 0.278, 0.347, 0.285, 0.334, 0.139, 0.218, 0.257, 0.245, 0.288, 0.303, 0.222, 0.213, 0.258, 0.337, 0.258, 0.337, 0.285, 0.324, 0.297, 0.302, 0.365, -1.578, 0.961, -0.736, -0.382, -0.711, -0.616, 0.367, 0.383, 0.342, -0.218, 0.395, 0.436, 0.314, 0.249, 0.250, 0.179, 0.331, -1.170, 0.426, -0.882, -0.388, -0.635, -0.606, 0.258, 0.154, 0.355, 0.442, 0.373, 0.417, 0.297, 0.230, 0.248, 0.275, 0.281]
}

***

4.
{
  "formula": "C26H60Cl14CrN2O12S2",
  "method": "ωB97M-V/def2-TZVPD",
  "energy_ev": -280893.810,
  "homo_lumo_gap_ev": [8.63, 9.71],
  "e_above_lowest_ev": 0.818,
  "mol_weight_da": 1205.24,
  "multiplicity": 5,
  "symbols": ["Cr", "C", "O", "C", "C", "N", "H", "H", "C", "C", "O", "C", "H", "H", "H", "H", "H", "H", "H", "H", "H", "H", "H", "H", "H", "H", "C", "O", "C", "C", "N", "H", "H", "C", "C", "O", "C", "H", "H", "H", "H", "H", "H", "H", "H", "H", "H", "H", "H", "H", "H", "S", "O", "O", "O", "O", "S", "O", "O", "O", "O", "Cl", "C", "C", "Cl", "H", "H", "H", "H", "Cl", "C", "C", "Cl", "H", "H", "H", "H", "Cl", "C", "C", "Cl", "H", "H", "H", "H", "Cl", "C", "C", "Cl", "H", "H", "H", "H", "Cl", "C", "C", "Cl", "H", "H", "H", "H", "Cl", "C", "C", "Cl", "H", "H", "H", "H", "Cl", "C", "C", "Cl", "H", "H", "H", "H"],
  "xyz": [[-0.61, -0.04, 0.63], [-2.98, -1.92, 3.01], [-1.92, -2.11, 2.14], [-1.32, -3.38, 2.34], [-2.10, -4.52, 1.57], [-2.43, -4.07, 0.18], [-3.12, -4.72, -0.29], [-2.86, -3.10, 0.14], [-1.24, -4.05, -0.75], [-1.71, -4.05, -2.15], [-2.36, -5.30, -2.40], [-2.76, -5.60, -3.74], [-3.40, -0.92, 2.91], [-2.49, -1.93, 4.03], [-3.76, -2.66, 2.97], [-1.34, -3.72, 3.41], [-0.33, -3.24, 1.91], [-3.02, -4.91, 2.07], [-1.40, -5.35, 1.48], [-0.58, -4.85, -0.54], [-0.85, -3.04, -0.66], [-0.82, -3.90, -2.73], [-2.42, -3.22, -2.24], [-3.67, -5.00, -3.97], [-3.08, -6.65, -3.74], [-1.92, -5.54, -4.44], [5.18, 2.71, -3.43], [4.62, 2.08, -2.29], [5.54, 1.81, -1.30], [4.72, 1.27, -0.13], [3.56, 2.14, 0.19], [3.18, 2.42, -0.75], [2.83, 1.65, 0.77], [3.82, 3.37, 1.07], [2.78, 4.46, 0.83], [2.71, 4.49, -0.62], [2.40, 5.82, -1.04], [6.02, 2.13, -3.88], [5.57, 3.67, -3.23], [4.25, 2.71, -4.02], [6.07, 2.66, -1.03], [6.29, 1.07, -1.64], [5.33, 1.22, 0.75], [4.33, 0.30, -0.31], [4.80, 3.76, 0.72], [3.94, 3.03, 2.11], [3.03, 5.38, 1.33], [1.93, 3.98, 1.24], [3.24, 6.54, -0.71], [1.43, 6.20, -0.69], [2.48, 5.74, -2.11], [-2.75, -0.38, -0.89], [-3.39, 0.40, -1.89], [-2.69, 0.31, 0.44], [-3.41, -1.71, -0.66], [-1.35, -0.65, -1.17], [1.35, 0.03, 2.42], [-0.08, 0.49, 2.56], [1.37, -0.48, 1.01], [2.19, 1.22, 2.57], [1.83, -0.99, 3.34], [0.84, 0.98, 8.10], [0.67, 0.93, 6.29], [-0.33, -0.10, 5.91], [-1.93, 0.33, 6.48], [1.63, 0.74, 5.84], [0.29, 1.90, 6.01], [-0.06, -1.13, 6.33], [-0.30, -0.13, 4.82], [-1.74, 5.00, 4.59], [-2.97, 3.95, 4.01], [-2.60, 3.17, 2.74], [-2.77, 4.23, 1.26], [-3.92, 4.47, 3.83], [-3.13, 3.25, 4.77], [-3.25, 2.30, 2.57], [-1.56, 2.79, 2.67], [1.06, 3.14, -3.54], [-0.56, 2.49, -3.04], [-0.97, 2.96, -1.70], [0.16, 2.51, -0.37], [-0.58, 1.38, -3.20], [-1.36, 2.87, -3.69], [-1.96, 2.68, -1.45], [-1.07, 4.04, -1.68], [1.92, -5.32, 0.79], [2.72, -3.83, 1.24], [3.25, -3.75, 2.65], [4.76, -4.63, 2.93], [1.90, -3.10, 1.22], [3.39, -3.57, 0.46], [2.58, -4.04, 3.43], [3.50, -2.73, 2.85], [1.70, -0.48, -2.32], [2.64, -0.31, -3.84], [3.38, -1.65, -4.04], [4.81, -1.96, -2.93], [3.39, 0.47, -3.81], [1.97, -0.06, -4.68], [3.79, -1.68, -5.06], [2.74, -2.41, -3.78], [-1.44, -2.58, -5.42], [-1.58, -1.15, -4.25], [-2.13, -0.01, -5.06], [-0.90, 0.84, -6.02], [-0.62, -1.06, -3.83], [-2.38, -1.49, -3.64], [-2.63, 0.76, -4.40], [-2.91, -0.42, -5.74], [-6.44, 3.06, 0.83], [-5.39, 1.70, 0.43], [-6.03, 0.31, 0.68], [-6.07, -0.25, 2.41], [-4.41, 1.76, 0.94], [-5.25, 1.78, -0.66], [-5.37, -0.35, 0.10], [-7.07, 0.31, 0.30]],
  "mulliken_spin": [3.787, 0.012, -0.041, 0.034, -0.004, 0.000, 0.000, 0.008, 0.015, 0.010, 0.000, 0.000, -0.001, 0.002, 0.001, 0.005, 0.001, -0.001, 0.000, 0.000, 0.038, 0.000, 0.002, 0.000, 0.000, 0.000, 0.000, 0.000, 0.000, 0.000, 0.004, 0.000, 0.007, 0.000, -0.003, 0.004, 0.000, 0.000, 0.000, 0.000, 0.000, 0.000, 0.000, -0.001, 0.000, 0.000, 0.000, 0.002, 0.000, 0.000, 0.000, 0.016, -0.005, 0.001, 0.002, -0.068, -0.020, 0.025, 0.029, 0.000, -0.001, 0.000, 0.000, -0.001, 0.000, 0.000, 0.000, 0.000, 0.005, 0.000, 0.000, -0.002, 0.000, 0.000, 0.000, 0.000, 0.009, 0.000, -0.002, 0.009, 0.072, 0.005, 0.000, 0.002, 0.000, 0.000, 0.005, 0.000, 0.000, 0.002, 0.000, 0.000, 0.000, 0.026, 0.000, 0.001, 0.000, 0.000, 0.000, 0.000, 0.000, 0.000, 0.004, 0.000, 0.000, -0.002, -0.001, 0.000, 0.000, 0.000, -0.001, 0.001, 0.000, 0.002, 0.000, 0.000, 0.000]
}